(1)
{
  "formula": "C5H4CsLiO7",
  "method": "ωB97M-V/def2-TZVPD",
  "elements": ["O", "C", "O", "Cs", "O", "O", "C", "C", "O", "C", "H", "H", "H", "H", "O", "O", "C", "Li"],
  "coordinates": [[-0.49240, 3.56100, 4.81590], [-1.41017, 3.91803, 4.19812], [-1.51931, 1.75448, 1.34349], [2.09042, 0.70420, 5.02485], [-0.60244, 0.15296, 2.81871], [0.38488, 0.41305, 0.91291], [0.18831, 0.28070, -0.48345], [-0.28462, -1.12755, -0.81842], [-0.67486, -1.20712, -2.18293], [-0.73545, 0.74062, 1.72070], [-0.55459, 1.01479, -0.82137], [1.15848, 0.48818, -0.95015], [-1.17746, -1.36900, -0.22886], [0.49053, -1.86989, -0.59329], [-0.20104, -1.82671, -4.24340], [1.43472, -1.76661, -2.76344], [0.24680, -1.54788, -3.10448], [1.65819, -2.31324, -4.64488]],
  "charge": 0,
  "homo_lumo_gap_ev": 6.19,
  "relative_energy_kj_mol": 36.2,
  "energy_ev": -20336.092,
  "e_lumo_ev": -1.17
}

---

(2)
{
  "formula": "C28H25N2OPdS2SbSe2",
  "method": "ωB97M-V/def2-TZVPD",
  "elements": ["Pd", "Se", "Se", "C", "C", "C", "C", "C", "N", "C", "C", "C", "C", "C", "N", "H", "H", "H", "H", "H", "H", "H", "H", "S", "O", "H", "H", "S", "Sb", "C", "C", "C", "C", "C", "C", "C", "C", "C", "C", "C", "C", "C", "C", "C", "C", "C", "C", "H", "H", "H", "H", "H", "H", "H", "H", "H", "H", "H", "H", "H", "H", "H"],
  "coordinates": [[-0.16775, 0.41427, 1.66804], [-1.86555, -2.39439, 0.37870], [-0.00855, -3.19064, 1.48917], [-0.22908, -2.32836, 3.19819], [-0.17006, -3.14156, 4.32291], [-0.28466, -2.56139, 5.57377], [-0.49041, -1.19428, 5.65918], [-0.54580, -0.45900, 4.49045], [-0.38831, -1.00917, 3.27967], [-1.10895, -1.01596, -0.74083], [-2.02606, -0.18938, -1.38114], [-1.54410, 0.73922, -2.28354], [-0.17627, 0.81260, -2.50347], [0.64807, -0.03106, -1.78695], [0.19760, -0.94330, -0.91898], [-0.05716, -4.20980, 4.20472], [-0.23625, -3.17179, 6.46591], [-0.61109, -0.69718, 6.61083], [-0.71726, 0.60896, 4.49992], [-3.08367, -0.26539, -1.16187], [-2.22210, 1.41420, -2.79158], [0.24354, 1.53244, -3.19162], [1.72511, 0.01885, -1.90257], [0.12526, 1.95424, 0.05558], [1.79433, -0.45422, 1.07656], [2.16664, 0.31350, 0.61867], [1.47205, -1.04488, 0.36340], [-2.19948, 1.27811, 2.03043], [-2.15462, 2.93850, 0.28769], [-1.52898, 4.86057, 0.90821], [-1.36877, 5.89686, -0.00474], [-0.95563, 7.14971, 0.43112], [-0.70291, 7.36773, 1.77754], [-0.86057, 6.33276, 2.68969], [-1.27151, 5.08040, 2.25669], [-2.36300, 3.04977, -1.84871], [-1.23705, 3.25968, -2.64068], [-1.35263, 3.32408, -4.02180], [-2.59184, 3.14768, -4.62567], [-3.71597, 2.93045, -3.84295], [-3.60395, 2.89548, -2.45676], [-4.28490, 3.27595, 0.59864], [-5.16368, 2.21857, 0.82089], [-6.52636, 2.44615, 0.96882], [-7.02730, 3.73849, 0.90030], [-6.16123, 4.80069, 0.68263], [-4.80033, 4.56767, 0.52905], [-1.56528, 5.73468, -1.05889], [-0.83187, 7.95477, -0.28230], [-0.38135, 8.34419, 2.11675], [-0.66144, 6.50162, 3.74048], [-1.38870, 4.26989, 2.96792], [-0.26144, 3.35598, -2.17886], [-0.47353, 3.50313, -4.62873], [-2.68000, 3.18404, -5.70426], [-4.68463, 2.79507, -4.30771], [-4.49110, 2.74473, -1.85422], [-4.78137, 1.20634, 0.89088], [-7.19680, 1.61312, 1.14164], [-8.08841, 3.91761, 1.01971], [-6.54439, 5.81257, 0.63386], [-4.13830, 5.41021, 0.36051]],
  "charge": 0,
  "homo_lumo_gap_ev": 6.78,
  "relative_energy_kj_mol": 0.0,
  "energy_ev": -196848.663,
  "e_lumo_ev": -0.19
}

---

(3)
{
  "formula": "C15H19F4N3O3S2",
  "method": "ωB97M-V/def2-TZVPD",
  "elements": ["C", "C", "H", "H", "S", "C", "N", "N", "C", "N", "C", "O", "C", "H", "C", "C", "C", "C", "H", "C", "C", "O", "O", "C", "H", "C", "F", "F", "C", "F", "F", "H", "H", "H", "H", "H", "H", "H", "H", "H", "H", "H", "S", "H", "H", "H"],
  "coordinates": [[-6.00137, -3.31443, -0.52759], [-6.49636, -1.88995, -0.38666], [-6.25341, -1.29605, -1.26543], [-7.56768, -1.85275, -0.19155], [-5.74212, -1.03827, 1.04556], [-4.15756, -0.74899, 0.42663], [-3.76353, -1.08025, -0.75818], [-2.50494, -0.74013, -1.00978], [-1.92498, -0.15074, -0.02101], [-0.63183, 0.29694, -0.07024], [-0.06915, 0.92134, 1.00160], [-0.70418, 1.08802, 2.02398], [1.37256, 1.41327, 0.90866], [1.94646, 0.75399, 1.57168], [1.40724, 2.83632, 1.49103], [0.70365, 3.81354, 0.55339], [1.35972, 3.81786, -0.82401], [1.35859, 2.41520, -1.42603], [0.33242, 2.09428, -1.60403], [2.06812, 1.45325, -0.46848], [2.23595, 0.07261, -1.04282], [1.45379, -0.50810, -1.75010], [3.41154, -0.46132, -0.65845], [3.64855, -1.81327, -0.98716], [3.04062, -2.10903, -1.85126], [3.27049, -2.71272, 0.19655], [1.94137, -2.64450, 0.44744], [3.52958, -4.00551, -0.11661], [4.01449, -2.38215, 1.51279], [3.62248, -1.18440, 1.98115], [5.33767, -2.30884, 1.28231], [3.82220, -3.14739, 2.27982], [4.71358, -1.93209, -1.19787], [3.08029, 1.82797, -0.27832], [1.87671, 2.41923, -2.38707], [0.82703, 4.50014, -1.48776], [2.38869, 4.17402, -0.73407], [-0.34603, 3.52838, 0.45898], [0.73788, 4.81643, 0.98144], [0.90773, 2.82818, 2.45983], [2.44405, 3.14249, 1.63942], [-0.11821, 0.04225, -0.91047], [-2.93079, 0.05949, 1.39877], [-6.18757, -3.87854, 0.38354], [-6.51868, -3.79984, -1.35232], [-4.93506, -3.31596, -0.73732]],
  "charge": 0,
  "homo_lumo_gap_ev": 8.61,
  "smiles": "CCSc1nnc(NC(=O)[C@@H]2CCCC[C@@H]2C(=O)OCC(F)(F)C(F)F)s1",
  "energy_ev": -59017.692,
  "e_lumo_ev": 0.58
}

---

(4)
{
  "formula": "C82H182O6P5",
  "method": "ωB97M-V/def2-TZVPD",
  "elements": ["C", "C", "C", "C", "P", "C", "C", "C", "C", "C", "C", "C", "C", "C", "C", "C", "C", "H", "H", "H", "H", "H", "H", "H", "H", "H", "H", "H", "H", "H", "H", "H", "H", "H", "H", "H", "H", "H", "H", "H", "H", "H", "H", "H", "H", "H", "H", "H", "H", "H", "H", "H", "H", "C", "C", "C", "C", "P", "C", "C", "C", "C", "C", "C", "C", "C", "C", "C", "C", "C", "H", "H", "H", "H", "H", "H", "H", "H", "H", "H", "H", "H", "H", "H", "H", "H", "H", "H", "H", "H", "H", "H", "H", "H", "H", "H", "H", "H", "H", "H", "H", "H", "H", "H", "H", "H", "C", "C", "C", "C", "P", "C", "C", "C", "C", "C", "C", "C", "C", "C", "C", "C", "C", "H", "H", "H", "H", "H", "H", "H", "H", "H", "H", "H", "H", "H", "H", "H", "H", "H", "H", "H", "H", "H", "H", "H", "H", "H", "H", "H", "H", "H", "H", "H", "H", "H", "H", "H", "H", "C", "C", "C", "C", "P", "C", "C", "C", "C", "C", "C", "C", "C", "C", "C", "C", "C", "H", "H", "H", "H", "H", "H", "H", "H", "H", "H", "H", "H", "H", "H", "H", "H", "H", "H", "H", "H", "H", "H", "H", "H", "H", "H", "H", "H", "H", "H", "H", "H", "H", "H", "H", "H", "C", "C", "C", "C", "P", "C", "C", "C", "C", "C", "C", "C", "C", "C", "C", "C", "C", "H", "H", "H", "H", "H", "H", "H", "H", "H", "H", "H", "H", "H", "H", "H", "H", "H", "H", "H", "H", "H", "H", "H", "H", "H", "H", "H", "H", "H", "H", "H", "H", "H", "H", "H", "H", "O", "C", "O", "O", "H", "O", "C", "O", "O", "H"],
  "coordinates": [[1.99263, -5.40329, -3.74686], [2.07810, -6.72355, -2.94280], [2.65606, -6.58396, -1.49925], [1.65692, -6.01295, -0.46919], [2.59600, -5.57189, 1.10425], [3.86794, -6.89884, 1.50854], [3.42852, -8.31542, 1.61168], [4.54449, -9.33959, 1.78943], [5.35095, -9.81514, 0.46420], [3.25289, -3.81743, 1.04869], [2.17136, -2.73851, 1.08746], [2.92698, -1.34873, 1.27075], [1.96694, -0.06305, 1.54573], [1.28441, -5.76755, 2.35335], [-0.06311, -5.13826, 2.06169], [-1.13945, -5.91257, 2.74112], [-1.09231, -5.94751, 4.33097], [1.50898, -4.57748, -3.22514], [1.37347, -5.69704, -4.59448], [2.94719, -4.97330, -4.05022], [2.81248, -7.26500, -3.53914], [1.17184, -7.30649, -2.77854], [3.50608, -5.90906, -1.59960], [3.07124, -7.45726, -0.99620], [1.00706, -6.82917, -0.15363], [1.11886, -5.17582, -0.91394], [4.33649, -6.71590, 2.47553], [4.46964, -6.97385, 0.60278], [2.66582, -8.64507, 0.90618], [2.73469, -8.53201, 2.42396], [3.96776, -10.21625, 2.08429], [5.19141, -9.07695, 2.62645], [5.82017, -9.08543, -0.19569], [4.71518, -10.40519, -0.19591], [6.00147, -10.51723, 0.98574], [3.95774, -3.78707, 0.21781], [3.79973, -3.71186, 1.98566], [1.60515, -2.81444, 2.01575], [1.47036, -2.76610, 0.25322], [3.38102, -1.22652, 0.28737], [3.62882, -1.49205, 2.09232], [2.53730, 0.81140, 1.85899], [1.30349, -0.34760, 2.36243], [1.29930, 0.18288, 0.71996], [1.61012, -5.29085, 3.27788], [1.27299, -6.85203, 2.46243], [-0.19874, -5.17668, 0.98085], [-0.10248, -4.06662, 2.25701], [-1.27415, -6.96614, 2.49629], [-2.11319, -5.45632, 2.56290], [-1.36288, -4.93570, 4.63286], [-0.15916, -6.27176, 4.79159], [-1.93299, -6.53086, 4.70654], [5.58098, 9.11021, 8.68674], [4.86019, 7.74328, 8.19002], [3.39799, 7.82549, 7.81262], [2.91055, 6.55843, 7.11330], [1.13193, 6.25568, 7.03953], [0.86204, 4.81174, 6.03389], [1.42064, 4.87908, 4.62205], [1.65684, 3.60762, 3.84151], [1.00243, 2.32688, 4.42217], [0.28039, 5.79793, 8.66260], [0.02029, 6.96974, 9.69823], [-0.29646, 6.50220, 11.21978], [-1.35254, 7.44057, 11.88773], [0.28078, 7.71080, 6.39673], [-1.32378, 7.65713, 6.27264], [-1.75371, 7.25786, 4.78386], [-2.55356, 5.95338, 4.83255], [5.32048, 9.91028, 7.99383], [6.66926, 9.16629, 8.71137], [5.17373, 9.62134, 9.55909], [4.92951, 6.97616, 8.96127], [5.29711, 7.27085, 7.31024], [3.26023, 8.73448, 7.22709], [2.86847, 7.95359, 8.75671], [3.32995, 5.70653, 7.64854], [3.48475, 6.34634, 6.21142], [-0.20228, 4.58223, 5.98239], [1.43159, 4.14786, 6.68425], [2.32826, 5.47476, 4.52469], [0.79534, 5.53351, 4.01476], [2.70717, 3.42817, 3.61194], [1.29153, 3.71572, 2.82026], [-0.07582, 2.48554, 4.43989], [1.32245, 2.08077, 5.43464], [1.11556, 1.44797, 3.78748], [0.87778, 5.05454, 9.19044], [-0.62873, 5.28083, 8.35565], [-0.67274, 7.70824, 9.29523], [0.89865, 7.61178, 9.76428], [0.67220, 6.46426, 11.71814], [-0.53498, 5.44816, 11.36186], [-2.27583, 7.68245, 11.36128], [-0.88415, 8.40922, 12.06213], [-1.47090, 6.96605, 12.86186], [0.80166, 8.19462, 5.57047], [0.52763, 8.37624, 7.22399], [-1.71294, 8.66903, 6.38544], [-1.85610, 7.11355, 7.05320], [-0.86434, 7.12965, 4.16685], [-2.25867, 8.07850, 4.27428], [-1.92629, 5.13821, 5.19324], [-3.06184, 5.68700, 3.90584], [-3.43055, 6.10723, 5.46129], [2.46029, 6.02299, -4.26210], [3.44401, 6.06921, -3.12276], [3.43452, 7.36986, -2.31935], [4.49670, 7.41355, -1.19913], [6.28362, 7.38002, -1.55640], [7.31640, 8.00442, -0.08130], [8.85356, 7.76421, -0.20960], [9.55040, 8.55779, 0.87530], [9.83650, 10.09940, 0.62541], [6.73875, 5.64096, -1.77368], [7.99422, 5.34156, -2.64452], [8.59293, 3.90432, -2.43985], [9.23812, 3.84848, -1.09439], [6.48800, 8.25422, -3.20251], [6.36314, 9.87807, -3.24382], [7.65973, 10.64099, -2.81207], [7.48006, 12.04881, -3.29488], [2.51809, 6.85654, -4.96207], [1.52773, 5.87387, -3.71787], [2.62441, 5.12027, -4.85053], [4.43741, 6.03515, -3.57009], [3.32667, 5.30903, -2.35045], [2.46175, 7.42830, -1.83111], [3.54610, 8.22516, -2.98577], [4.31024, 6.55037, -0.56018], [4.22216, 8.28017, -0.59772], [7.00182, 7.33321, 0.71783], [6.96209, 9.03158, 0.00540], [9.43066, 7.96053, -1.11322], [9.11554, 6.74710, 0.08188], [10.50791, 8.04177, 0.94603], [9.09476, 8.48717, 1.86299], [10.33183, 10.19087, -0.34122], [10.43093, 10.56957, 1.40879], [8.87002, 10.59042, 0.51183], [5.83885, 5.09733, -2.06132], [6.86469, 5.21656, -0.77763], [8.79576, 6.07872, -2.59713], [7.52730, 5.47995, -3.61967], [9.36865, 3.65615, -3.16428], [7.75528, 3.20957, -2.50113], [10.03612, 4.56421, -0.89687], [9.65330, 2.84184, -1.04522], [8.52432, 3.93794, -0.27551], [5.83861, 7.82631, -3.96624], [7.51709, 8.01896, -3.47400], [5.61970, 10.25785, -2.54298], [5.94599, 10.14087, -4.21595], [8.48116, 10.25765, -3.41738], [7.95443, 10.73036, -1.76648], [7.68455, 12.11758, -4.36332], [8.11079, 12.71963, -2.71154], [6.49332, 12.49181, -3.16001], [7.53782, 5.12734, 10.42132], [6.27760, 4.49676, 9.96626], [6.04668, 4.35450, 8.47940], [6.97144, 3.36609, 7.76713], [6.81491, 3.45172, 5.98316], [7.87119, 2.17767, 5.18063], [7.85174, 2.10024, 3.61800], [9.11133, 1.75063, 2.82833], [10.30419, 2.65686, 3.23489], [5.12489, 2.97409, 5.55077], [4.83139, 1.44460, 5.22546], [4.88315, 0.41123, 6.35061], [4.42959, -1.06536, 6.11522], [7.09950, 5.17723, 5.43018], [8.59491, 5.60046, 5.31125], [8.65297, 6.99603, 4.71658], [10.03839, 7.61095, 4.70588], [7.53690, 6.17264, 10.11237], [8.44104, 4.67372, 10.01325], [7.55144, 4.90870, 11.48908], [5.39034, 5.00880, 10.33866], [6.23803, 3.50756, 10.42235], [6.21315, 5.30869, 7.97947], [4.98145, 4.19739, 8.30999], [6.64758, 2.38547, 8.11584], [8.03449, 3.33560, 8.00612], [7.70412, 1.20899, 5.65162], [8.89798, 2.42503, 5.45009], [7.46687, 3.10751, 3.45873], [7.03127, 1.40667, 3.43387], [9.03215, 1.91768, 1.75412], [9.39329, 0.71530, 3.01991], [10.29420, 3.72050, 2.99684], [11.20934, 2.33051, 2.72274], [10.58641, 2.43392, 4.26384], [4.98164, 3.54041, 4.63052], [4.48743, 3.51200, 6.25249], [5.29260, 1.01017, 4.33853], [3.79111, 1.40746, 4.90211], [4.43936, 0.83023, 7.25372], [5.86471, 0.40496, 6.82454], [4.91687, -1.74181, 6.81741], [4.97020, -1.43700, 5.24475], [3.38117, -1.21978, 5.86013], [6.49749, 5.96321, 5.88616], [6.71989, 5.15972, 4.40856], [9.03301, 4.79690, 4.71925], [9.02311, 5.59426, 6.31359], [8.10274, 7.53090, 5.49069], [8.18181, 7.21463, 3.75829], [10.05543, 8.45731, 4.01924], [10.68401, 6.87052, 4.23359], [10.43521, 7.63394, 5.72082], [-6.82943, 4.61911, -1.32110], [-5.54532, 5.32841, -1.48901], [-4.37573, 4.56348, -0.80904], [-3.29585, 4.15303, -1.76202], [-1.55664, 3.80989, -1.15803], [-0.88253, 5.39311, -0.51781], [0.01112, 5.31881, 0.79293], [0.95638, 6.50143, 1.09369], [0.34660, 7.90063, 1.16158], [-1.77131, 2.74928, 0.37791], [-2.46123, 1.49645, 0.07485], [-2.60191, 0.53591, 1.38480], [-3.24781, 1.22074, 2.57653], [-0.46630, 3.05810, -2.33789], [1.05165, 2.84611, -1.89259], [1.71436, 1.69775, -2.74862], [3.29166, 1.64847, -2.44518], [-6.80669, 3.55645, -1.56261], [-7.58109, 5.11919, -1.93184], [-7.25969, 4.68206, -0.32159], [-5.59170, 6.24649, -0.90327], [-5.29795, 5.64156, -2.50333], [-4.86415, 3.70043, -0.35661], [-4.00072, 5.06372, 0.08383], [-3.20783, 4.92085, -2.53066], [-3.50863, 3.20562, -2.25724], [-1.65713, 6.11890, -0.27019], [-0.34884, 5.83729, -1.35804], [0.63496, 4.42861, 0.71247], [-0.69295, 5.16537, 1.61074], [1.66045, 6.37533, 0.27121], [1.46904, 6.35611, 2.04456], [0.09036, 8.14366, 0.13038], [1.01708, 8.51496, 1.76255], [-0.56808, 7.78135, 1.74230], [-2.52472, 3.24844, 0.98729], [-0.83351, 2.66429, 0.92692], [-1.79423, 0.95040, -0.59227], [-3.39980, 1.68036, -0.44797], [-1.81804, -0.16588, 1.66967], [-3.34861, -0.19955, 1.08543], [-3.58665, 0.48387, 3.30478], [-4.06826, 1.83507, 2.20566], [-2.52298, 1.89871, 3.02716], [-0.54369, 3.66078, -3.24283], [-0.99347, 2.11909, -2.50651], [1.19441, 2.68528, -0.82402], [1.35222, 3.85342, -2.18086], [1.60667, 1.87995, -3.81787], [1.30754, 0.70369, -2.56304], [3.65370, 1.95302, -1.46320], [3.84657, 2.31018, -3.11025], [3.64149, 0.62252, -2.55981], [4.45181, 2.69823, 1.89937], [4.39627, 3.88164, 1.21725], [3.42364, 4.10928, 0.47620], [5.34286, 4.71024, 1.29876], [3.54439, 2.66528, 1.58777], [4.28989, 6.60496, 3.28703], [4.71474, 7.91671, 3.19822], [4.94765, 8.59211, 2.16869], [4.83961, 8.60091, 4.23145], [4.51750, 6.24981, 2.42467]],
  "charge": 3,
  "homo_lumo_gap_ev": 5.75,
  "relative_energy_kj_mol": 573.2,
  "energy_ev": -146690.298,
  "e_lumo_ev": -4.87
}